# 1
{
  "formula": "C34H34FN3O3PSSbScTe",
  "method": "the ωB97M-V functional and the def2-TZVPD basis",
  "symbols": ["Sc", "F", "S", "Sb", "C", "C", "C", "C", "C", "C", "C", "C", "C", "C", "C", "C", "C", "C", "C", "C", "C", "C", "H", "H", "H", "H", "H", "H", "H", "H", "H", "H", "H", "H", "H", "H", "H", "C", "C", "O", "P", "O", "Te", "O", "C", "C", "H", "H", "H", "H", "H", "H", "H", "H", "H", "H", "N", "C", "C", "C", "C", "C", "C", "N", "C", "C", "C", "C", "N", "C", "C", "H", "H", "H", "H", "H", "H", "H", "H", "H"],
  "xyz": [[0.39737, -1.21061, 2.08753], [-0.24793, -1.08887, 3.73335], [-1.33334, -2.68158, 1.06198], [-1.42574, -1.98327, -1.15131], [-0.38855, -3.36774, -2.44084], [-0.77537, -4.69571, -2.33181], [-0.20181, -5.64996, -3.15565], [0.77423, -5.27933, -4.06560], [1.15913, -3.95368, -4.16055], [0.58045, -2.98850, -3.35136], [-1.00685, 0.09651, -1.68427], [-2.04275, 1.02073, -1.68978], [-1.78724, 2.32833, -2.08239], [-0.51041, 2.70371, -2.46829], [0.51814, 1.77661, -2.45437], [0.27532, 0.47123, -2.05507], [-3.50052, -2.49414, -1.45451], [-4.32669, -1.84232, -2.35454], [-5.66730, -2.19201, -2.42901], [-6.17832, -3.19623, -1.62286], [-5.34295, -3.86951, -0.74673], [-4.00821, -3.51202, -0.65705], [-1.53554, -4.98079, -1.61185], [-0.50500, -6.68247, -3.08315], [1.22786, -6.01643, -4.70911], [1.92520, -3.66867, -4.86355], [0.88588, -1.95529, -3.44292], [-3.04192, 0.72201, -1.39102], [-2.58970, 3.04930, -2.09488], [-0.31003, 3.71412, -2.78797], [1.51063, 2.06185, -2.77136], [1.08201, -0.24733, -2.01275], [-3.93457, -1.07471, -3.00750], [-6.31664, -1.67655, -3.11926], [-7.22131, -3.46817, -1.68362], [-5.72858, -4.66819, -0.12727], [-3.36431, -4.01644, 0.05560], [0.83831, -5.37702, 0.93050], [1.96407, -4.84376, 0.06116], [1.72037, -3.47407, -0.29434], [2.36480, -2.25310, 0.53750], [1.33506, -1.14070, 0.31542], [2.82068, -2.57404, 2.84093], [3.75405, -1.90077, -0.13567], [4.11381, -1.91331, -1.52405], [5.54613, -2.39837, -1.62244], [1.00413, -6.42292, 1.16966], [-0.10757, -5.27727, 0.40288], [0.76869, -4.81522, 1.86529], [2.01102, -5.38604, -0.88879], [2.92847, -4.92058, 0.57526], [4.03128, -0.89165, -1.90811], [3.42422, -2.56270, -2.07143], [6.18672, -1.75861, -1.02493], [5.88212, -2.36213, -2.65367], [5.63249, -3.41402, -1.24754], [0.99738, 5.82107, 4.10319], [0.62722, 7.13595, 4.07225], [0.89384, 8.21494, 4.90329], [0.29390, 9.41293, 4.57957], [-0.52121, 9.55097, 3.44627], [-0.77503, 8.49536, 2.60353], [-0.20965, 7.26154, 2.93054], [-0.33601, 6.05294, 2.32701], [0.37787, 5.20965, 3.03888], [0.44146, 3.80723, 2.73138], [1.22977, 2.88062, 3.42276], [1.17074, 1.54897, 3.07030], [0.39249, 1.07350, 2.08120], [-0.35915, 1.96769, 1.41551], [-0.36067, 3.31430, 1.69263], [1.58277, 5.39073, 4.79946], [1.53189, 8.11636, 5.76768], [0.44721, 10.26996, 5.21744], [-0.96319, 10.51378, 3.24104], [-1.39152, 8.59266, 1.72512], [1.88078, 3.18062, 4.22809], [1.75753, 0.81206, 3.62408], [-0.99649, 1.57007, 0.63132], [-0.97540, 4.00854, 1.14357]],
  "mulliken_charge": [0.05, -0.59, -0.44, 1.43, 0.80, -0.87, -0.66, -0.62, -0.56, -0.38, 0.29, -0.58, -0.61, -0.63, -0.92, 0.19, 0.67, -0.37, -0.64, -0.47, -0.84, -0.43, 0.33, 0.43, 0.40, 0.46, 0.44, 0.51, 0.45, 0.44, 0.46, 0.25, 0.46, 0.41, 0.40, 0.40, 0.29, -0.80, -0.48, 0.42, 0.10, 0.21, -0.24, -0.19, 0.34, -1.44, 0.45, 0.03, 0.17, 0.28, 0.51, 0.25, 0.03, 0.36, 0.40, 0.32, -0.01, 0.67, -0.98, -0.44, -0.47, -0.81, 0.62, -0.58, -0.09, 0.99, -0.95, -0.35, 0.21, -0.55, -0.71, 0.18, 0.39, 0.39, 0.38, 0.44, 0.34, 0.43, 0.57, 0.62],
  "gap_ev": 7.7,
  "charge": 1,
  "relative_energy_kj_mol": 95.14,
  "largest_force_ev_per_a": 2.343,
  "multiplicity": 1,
  "total_energy_ev": -103797.28250
}

---

# 2
{
  "formula": "C34H35BrCdCl2N7O5S2",
  "method": "the ωB97M-V functional and the def2-TZVPD basis",
  "symbols": ["Cd", "C", "N", "C", "C", "C", "C", "C", "C", "C", "N", "C", "C", "C", "C", "C", "C", "N", "C", "C", "H", "H", "H", "H", "H", "H", "H", "H", "H", "H", "H", "H", "H", "H", "H", "H", "H", "H", "H", "H", "Br", "C", "C", "C", "C", "C", "N", "C", "O", "O", "H", "H", "H", "O", "S", "O", "N", "C", "O", "C", "C", "C", "C", "C", "C", "H", "H", "H", "H", "C", "N", "C", "C", "N", "C", "S", "H", "H", "H", "H", "H", "H", "Cl", "C", "Cl", "H", "H"],
  "xyz": [[0.54646, 0.07004, 0.36231], [2.03878, 0.43836, 3.62457], [2.11398, 1.27888, 2.43753], [3.49927, 1.62482, 2.13376], [1.20219, 2.37475, 2.50110], [1.63797, 3.68284, 2.62976], [0.74365, 4.75193, 2.59676], [-0.59553, 4.48973, 2.41157], [-1.05038, 3.18169, 2.28810], [-0.18042, 2.08154, 2.35679], [-0.54143, 0.74961, 2.17334], [-1.77546, 0.21617, 2.43545], [-2.79086, 0.82764, 3.20031], [-3.99923, 0.19708, 3.46070], [-4.24491, -1.08124, 2.99092], [-3.23196, -1.73645, 2.30126], [-2.02537, -1.12509, 2.02603], [-0.92924, -1.84850, 1.43137], [-1.21521, -2.92668, 0.53429], [0.04919, -2.24046, 2.45360], [2.49447, 0.94082, 4.49133], [0.99511, 0.22167, 3.85114], [2.56775, -0.49149, 3.43986], [4.01099, 2.10848, 2.97899], [4.04079, 0.70456, 1.89143], [3.52358, 2.29182, 1.26607], [2.69233, 3.88564, 2.73392], [1.10378, 5.76779, 2.69176], [-1.30363, 5.30661, 2.33972], [-2.09174, 3.00758, 2.07210], [-2.61489, 1.80443, 3.61562], [-4.75100, 0.71627, 4.04241], [-5.18874, -1.57592, 3.17591], [-3.40319, -2.75571, 1.97790], [-2.20679, -3.37361, 0.64830], [-1.06203, -1.52234, -0.91049], [-0.45533, -3.69804, 0.63834], [-0.36092, -3.00480, 3.12660], [0.95146, -2.61358, 1.96666], [0.30201, -1.35967, 3.03872], [-3.84575, -1.74815, -1.24840], [-2.36719, -2.85413, -1.65795], [-2.46996, -3.93671, -2.44706], [-1.34627, -4.71698, -2.79773], [-0.11998, -4.20289, -2.43623], [0.04988, -3.08944, -1.64010], [-1.12952, -2.51480, -0.93085], [1.37723, -2.54477, -1.35453], [2.36018, -2.97274, -1.95726], [1.48520, -1.65716, -0.39596], [-3.44533, -4.15152, -2.85742], [-1.44048, -5.57005, -3.45160], [0.80181, -4.63492, -2.79913], [-2.19092, -0.92290, -4.89556], [-1.51223, 0.23517, -4.37768], [-0.47434, 0.80451, -5.18156], [-0.96003, -0.02034, -2.85252], [-1.63894, 0.69158, -1.96134], [-1.47085, 0.66113, -0.73724], [-2.67409, 1.58712, -2.55609], [-3.51804, 2.45739, -1.89373], [-4.41007, 3.20184, -2.65563], [-4.44998, 3.06928, -4.04394], [-3.59750, 2.18759, -4.70184], [-2.71677, 1.46345, -3.92564], [-3.47131, 2.53910, -0.81588], [-5.08521, 3.89418, -2.16947], [-5.15354, 3.65906, -4.61675], [-3.62135, 2.07197, -5.77667], [4.73046, 2.03793, -1.65871], [3.84338, 1.03817, -2.21056], [4.21810, -0.00178, -3.06667], [3.10586, -0.70289, -3.34021], [2.07962, -0.07517, -2.66486], [2.52217, 0.97723, -1.98377], [1.59214, 2.02902, -0.99663], [5.57925, 2.15798, -2.32805], [5.08961, 1.74068, -0.66853], [4.19812, 2.98130, -1.57079], [5.24018, -0.15431, -3.35323], [2.94291, -1.60950, -3.88637], [1.07063, -0.32565, -2.68432], [5.15604, -4.42791, 2.95654], [4.46948, -2.79018, 2.93329], [3.70749, -2.40475, 1.40694], [5.27714, -2.08871, 3.11189], [3.71731, -2.73447, 3.71401]],
  "mulliken_charge": [2.94, -0.93, 1.09, -1.42, -0.42, -0.16, -0.86, -0.99, -1.08, 1.09, 1.21, -0.04, -1.02, -0.79, -1.15, -0.44, 0.19, 1.91, -1.46, -1.35, 0.36, 0.37, -0.09, 0.38, 0.17, 0.46, 0.41, 0.38, 0.38, 0.36, 0.68, 0.39, 0.42, 0.36, 0.03, -1.39, 0.37, 0.27, 0.37, 0.03, -0.12, 0.10, -0.31, -1.24, -0.15, 0.55, 2.16, -0.53, -0.87, -1.09, 0.42, 0.33, 0.47, -0.70, 1.13, -0.74, -0.08, -0.50, -0.33, 0.22, -0.48, -0.66, -0.49, -0.70, 0.07, 0.55, 0.41, 0.38, 0.45, -0.91, 0.18, -0.60, -0.50, 0.54, 0.13, -0.57, 0.36, 0.25, 0.36, 0.45, 0.54, -0.45, -0.20, -0.44, 0.04, 0.35, 0.22],
  "gap_ev": 6.0,
  "charge": -1,
  "relative_energy_kj_mol": 152.74,
  "largest_force_ev_per_a": 1.514,
  "multiplicity": 1,
  "total_energy_ev": -177819.07806
}

---

# 3
{
  "formula": "C34H35Cl3N5OZr",
  "method": "the ωB97M-V functional and the def2-TZVPD basis",
  "symbols": ["Zr", "N", "C", "C", "C", "C", "C", "C", "C", "C", "C", "C", "C", "C", "H", "H", "H", "H", "H", "H", "H", "H", "H", "H", "Cl", "C", "C", "C", "C", "C", "Cl", "C", "N", "H", "H", "H", "C", "C", "C", "C", "C", "O", "C", "C", "C", "C", "C", "C", "Cl", "C", "C", "C", "N", "C", "N", "C", "N", "H", "H", "H", "H", "H", "H", "H", "H", "H", "H", "H", "H", "H", "H", "H", "H", "H", "H", "H", "H", "H", "H"],
  "xyz": [[0.20407, 0.02265, 0.37317], [-0.85520, -1.13238, -1.43315], [-2.09792, -0.59303, -1.94351], [-3.21295, -1.40652, -2.05135], [-4.39732, -0.89026, -2.55612], [-4.45806, 0.43094, -2.96882], [-3.33618, 1.24002, -2.86391], [-2.15116, 0.74409, -2.33617], [-0.93720, 1.60748, -2.17473], [-0.32924, 2.03279, -3.32818], [0.85094, 2.80739, -3.55959], [1.97452, 3.13363, -2.91322], [-0.34642, 2.12722, 0.38801], [-0.53955, 1.66074, -0.82871], [-0.90666, -2.14723, -1.41499], [-0.08520, -0.89804, -2.06392], [-3.15569, -2.44839, -1.75644], [-5.26662, -1.52834, -2.63732], [-5.37828, 0.83377, -3.36876], [-3.37550, 2.27655, -3.17344], [-0.84917, 1.76943, -4.24093], [0.87602, 3.24153, -4.55805], [2.74552, 3.77003, -3.31002], [-0.54956, 3.13418, 0.74614], [2.38351, 2.59958, -1.28893], [3.57497, 1.28494, -1.40409], [4.81050, 1.57221, -1.95543], [5.74713, 0.56001, -1.98534], [5.42483, -0.68180, -1.43666], [4.19022, -0.91310, -0.87306], [3.85965, -2.45623, -0.16601], [3.16896, 0.07367, -0.82474], [1.96312, -0.13537, -0.27424], [5.03256, 2.55814, -2.34045], [6.72552, 0.73131, -2.40967], [6.15299, -1.48166, -1.43744], [-0.17352, 1.77000, 8.59712], [-0.72711, 2.17699, 7.22712], [-1.59365, 1.03409, 6.68768], [-1.63306, 3.40338, 7.41400], [0.42967, 2.50762, 6.23311], [-0.10602, 3.06624, 5.03190], [1.46856, 3.46716, 6.86353], [2.20135, 4.40842, 5.89123], [3.02598, 3.74088, 4.81918], [2.58362, 3.68900, 3.50108], [3.30250, 3.00818, 2.52962], [4.48704, 2.37900, 2.87398], [5.37273, 1.51778, 1.65620], [4.96930, 2.44332, 4.17185], [4.23693, 3.12686, 5.13071], [1.20202, 1.23929, 5.80157], [0.63001, 0.47286, 4.69813], [0.47549, 0.83800, 3.43520], [0.08342, -0.21198, 2.71426], [0.00494, -1.21516, 3.63997], [0.33903, -0.84086, 4.84302], [-0.99877, 1.45347, 9.23632], [0.33369, 2.59235, 9.10179], [0.51968, 0.92925, 8.53322], [-2.48278, 0.92902, 7.31118], [-1.07005, 0.07786, 6.70628], [-1.92304, 1.23172, 5.66580], [-2.34771, 3.20152, 8.21221], [-2.22730, 3.61530, 6.52112], [-1.08513, 4.30433, 7.69490], [-0.68943, 3.79472, 5.26931], [2.19796, 2.87146, 7.42124], [0.97797, 4.09865, 7.60458], [2.85201, 5.04672, 6.49342], [1.47539, 5.06967, 5.41711], [1.65274, 4.17600, 3.23524], [2.94893, 2.95264, 1.50694], [5.90598, 1.96575, 4.42416], [4.61531, 3.17373, 6.14587], [1.27914, 0.54333, 6.63215], [2.20958, 1.51004, 5.49956], [0.64434, 1.83402, 3.07375], [-0.28983, -2.22570, 3.41105]],
  "mulliken_charge": [1.24, -0.61, 1.22, -0.82, -0.61, -0.71, -0.71, 0.26, 0.72, -0.40, -0.41, -0.99, -0.29, -0.54, 0.27, 0.29, 0.33, 0.40, 0.40, 0.49, 0.48, 0.33, 0.44, 0.40, 0.22, 1.16, -0.99, -0.54, -0.65, 0.78, -0.21, -0.46, -0.76, 0.40, 0.39, 0.43, -1.70, 1.66, -1.86, -1.90, 2.12, -0.57, -1.30, -1.60, -0.32, -0.26, -0.36, 0.53, -0.15, -0.78, 0.15, -2.07, 1.33, -0.19, -0.25, -0.44, -1.12, 0.49, 0.35, 0.32, 0.54, 0.32, 0.26, 0.49, 0.51, 0.28, 0.54, 0.44, 0.68, 0.54, 0.42, 0.36, 0.33, 0.44, 0.43, 0.14, 0.43, 0.33, 0.46],
  "gap_ev": 7.2,
  "charge": 1,
  "relative_energy_kj_mol": 454.89,
  "largest_force_ev_per_a": 0.485,
  "multiplicity": 1,
  "total_energy_ev": -84163.68169
}